# 1
Formula: C39H52N2O3PS4SbSi3Tl
Source: the Open Molecules 2025 dataset
Level of theory: the ωB97M-V functional and the def2-TZVPD basis

Cartesian coordinates (Å):
Tl 0.342 -0.233 -1.316
O 4.997 4.515 -1.667
C 4.318 3.565 -1.970
S 2.849 3.677 -2.949
C 2.447 1.968 -2.974
C 3.311 1.129 -2.284
S 3.051 -0.523 -2.035
S 4.680 1.902 -1.494
S 0.975 1.491 -3.659
C 1.648 2.453 0.231
Sb 0.090 2.090 1.665
C -1.198 1.178 0.113
C -1.445 2.260 -0.882
C -1.987 2.029 -2.155
C -2.177 3.084 -3.024
C -1.833 4.366 -2.625
C -1.301 4.521 -1.356
N -1.113 3.511 -0.510
Si -2.836 0.464 0.682
C -3.745 1.922 1.434
C -3.884 -0.204 -0.708
C -2.773 -0.841 2.007
C 1.510 1.091 3.291
C 1.275 -0.362 3.042
C 1.885 -1.400 3.763
C 1.653 -2.715 3.406
C 0.798 -3.001 2.351
C 0.202 -1.934 1.709
N 0.432 -0.653 2.037
Si 3.316 1.503 3.057
C 4.029 0.412 1.711
C 4.370 1.185 4.583
C 3.536 3.342 2.719
Si 0.772 1.643 4.898
C 1.091 3.467 5.138
C -1.073 1.337 4.930
C 1.435 0.732 6.395
H 1.196 2.454 -0.764
H 2.412 1.677 0.282
H 2.103 3.425 0.406
H -2.239 1.018 -2.447
H -2.573 2.906 -4.019
H -1.940 5.217 -3.286
H -1.011 5.504 -0.994
H -3.778 2.769 0.742
H -3.234 2.259 2.343
H -4.773 1.648 1.698
H -4.196 0.584 -1.399
H -4.787 -0.656 -0.281
H -3.364 -0.977 -1.281
H -2.036 -0.606 2.778
H -2.542 -1.834 1.609
H -3.761 -0.886 2.479
H 2.551 -1.159 4.581
H 2.145 -3.520 3.942
H 0.619 -4.009 1.999
H -0.467 -2.110 0.877
H 3.257 -0.034 1.075
H 4.593 -0.415 2.154
H 4.706 0.969 1.054
H 4.274 0.163 4.965
H 4.123 1.879 5.397
H 5.423 1.342 4.318
H 4.151 3.512 1.829
H 4.032 3.826 3.567
H 2.580 3.846 2.564
H 0.661 4.048 4.314
H 2.165 3.682 5.176
H 0.641 3.815 6.074
H -1.602 1.948 4.192
H -1.479 1.571 5.921
H -1.294 0.284 4.718
H 2.514 0.862 6.522
H 1.228 -0.342 6.326
H 0.938 1.109 7.297
O 0.347 -4.649 -0.325
C 0.736 -3.661 -0.946
O 0.053 -2.594 -1.171
H 1.757 -3.659 -1.359
C -1.696 -0.541 -5.156
P -1.315 -1.462 -3.613
C -2.842 -2.422 -3.309
C -3.964 -2.357 -4.131
C -5.117 -3.066 -3.811
C -5.158 -3.853 -2.669
C -4.041 -3.929 -1.844
C -2.893 -3.214 -2.154
C -0.159 -2.713 -4.287
C 1.081 -2.251 -4.730
C 2.035 -3.144 -5.199
C 1.763 -4.507 -5.224
C 0.533 -4.972 -4.779
C -0.425 -4.080 -4.312
H -1.906 -1.219 -5.984
H -0.827 0.069 -5.402
H -2.547 0.127 -4.996
H -3.954 -1.750 -5.028
H -5.983 -3.004 -4.460
H -6.057 -4.405 -2.423
H -4.063 -4.541 -0.950
H -2.015 -3.274 -1.513
H 1.317 -1.192 -4.677
H 3.001 -2.773 -5.520
H 2.512 -5.205 -5.577
H 0.321 -6.034 -4.775
H -1.373 -4.458 -3.951

Force components x, y, z for each atom (eV/Å):
0.1 0.3 -0.1
0.0 0.0 0.0
0.0 0.0 0.0
0.1 0.0 0.0
1.0 -0.5 0.5
-0.4 1.0 -0.6
-0.9 -0.6 0.5
0.0 0.2 -0.2
-0.6 -0.3 0.2
-0.1 -0.2 -0.1
0.2 0.6 0.2
1.0 -0.8 -0.9
0.0 0.3 0.1
-0.1 0.0 0.1
-0.1 0.0 0.0
0.0 0.0 0.0
0.0 -0.1 0.1
0.0 -0.1 -0.1
0.0 0.0 0.1
-0.1 0.2 0.1
-0.1 0.0 -0.2
0.1 -0.2 0.2
-0.4 -0.6 -0.6
0.0 -0.2 0.0
0.0 0.1 0.0
0.0 0.0 0.0
0.1 0.0 0.1
0.0 0.2 0.1
0.2 -0.1 0.1
0.1 0.1 -0.1
0.1 -0.1 -0.1
0.1 0.0 0.3
0.1 0.1 -0.1
-0.2 0.1 0.2
0.1 0.2 0.0
-0.2 -0.1 0.0
0.2 -0.1 0.2
0.1 0.1 0.2
-0.1 0.1 0.0
0.0 0.0 0.0
0.0 0.0 0.0
0.0 0.0 0.1
0.0 0.0 0.0
0.0 0.0 0.0
0.0 -0.1 0.1
-0.1 0.0 -0.1
0.1 0.0 0.0
0.0 -0.1 0.0
0.1 0.0 -0.1
-0.1 0.1 0.1
-0.1 0.0 0.0
0.0 0.1 0.1
0.1 0.0 0.0
0.0 0.0 0.0
0.0 0.0 0.0
0.0 0.1 0.0
0.0 0.0 0.1
0.1 0.0 0.0
0.0 0.0 0.0
-0.1 -0.1 0.2
0.1 0.1 0.0
0.1 -0.1 -0.1
-0.1 0.0 0.0
-0.1 0.0 0.1
0.0 0.0 -0.1
0.1 0.0 0.0
0.0 0.0 0.1
-0.1 0.0 0.0
0.0 0.0 -0.1
0.0 -0.1 0.1
0.0 0.0 -0.1
0.0 0.1 0.1
-0.1 0.0 0.0
0.0 0.1 0.0
0.0 0.0 -0.1
0.0 0.3 -0.2
-0.1 -0.1 0.1
-0.1 0.1 0.0
0.2 0.0 -0.1
-0.1 0.1 0.1
0.1 -0.1 -0.1
0.0 -0.1 0.1
0.0 0.0 0.0
0.0 0.0 0.0
0.0 0.0 0.0
0.0 0.0 0.0
0.0 -0.1 -0.1
0.0 0.0 0.1
0.1 0.0 0.0
0.0 0.0 0.0
0.0 0.1 0.0
0.0 0.1 0.0
0.0 0.0 0.0
0.0 0.0 0.0
0.0 0.0 0.0
0.0 0.0 0.0
0.0 0.0 0.0
0.0 0.0 0.0
0.0 0.0 0.0
0.0 0.0 0.0
-0.1 0.0 0.0
0.0 0.0 0.0
0.0 0.0 0.0
0.0 0.0 0.0
0.0 0.0 0.0
0.0 0.0 0.0

Results
- Net charge: -1
- Lowest unoccupied orbital energy: 0.0430 hartree
- ΔE to the lowest compared entry with this formula, charge and spin: 0.0 kcal per mole
- Highest occupied orbital energy: -4.33 eV

# 2
Formula: C39H53ClN11O
Source: the Open Molecules 2025 dataset
Level of theory: the ωB97M-V functional and the def2-TZVPD basis

Cartesian coordinates (Å):
C 4.882 -4.859 -1.876
C 4.292 -3.459 -1.705
C 3.688 -2.956 -3.003
Cl 4.739 -3.170 -4.413
N 3.109 -1.508 -2.989
C 2.895 -0.999 -1.599
C 1.762 -1.584 -3.702
C 0.674 -2.299 -2.910
C -0.231 -1.411 -2.066
N -0.582 -0.165 -2.686
O -0.671 -1.783 -1.019
C 3.895 -0.453 -3.761
C 5.363 -0.027 -3.323
N 5.888 -0.967 -2.354
N 5.376 1.332 -2.804
N 6.239 -0.046 -4.473
H 4.258 -5.482 -2.521
H 4.932 -5.364 -0.915
H 5.883 -4.822 -2.301
H 3.479 -3.518 -0.976
H 5.039 -2.762 -1.330
H 2.829 -3.578 -3.235
H 3.857 -0.787 -1.146
H 2.363 -1.730 -1.000
H 2.306 -0.086 -1.671
H 1.457 -0.566 -3.932
H 1.962 -2.090 -4.646
H 1.066 -3.080 -2.255
H 0.021 -2.810 -3.623
H -0.062 0.597 -2.253
H -1.553 0.027 -2.440
H 3.899 -0.800 -4.790
H 3.257 0.429 -3.710
H 5.871 -0.570 -1.418
H 6.887 -1.060 -2.519
H 5.365 2.027 -3.542
H 4.602 1.524 -2.178
H 6.443 -0.999 -4.752
H 5.855 0.442 -5.275
N -6.514 -0.203 0.121
C -5.552 0.611 -0.306
C -4.215 0.245 -0.380
C -3.858 -1.035 0.014
C -4.851 -1.896 0.455
C -6.158 -1.433 0.490
H -5.862 1.610 -0.594
H -3.478 0.964 -0.712
H -2.825 -1.355 -0.019
H -4.622 -2.904 0.773
H -6.960 -2.077 0.832
N -3.224 3.239 0.752
C -3.627 4.482 0.497
C -4.350 5.253 1.396
C -4.673 4.705 2.627
C -4.252 3.414 2.908
C -3.536 2.727 1.942
H -3.367 4.879 -0.478
H -4.659 6.255 1.129
H -5.249 5.261 3.355
H -4.492 2.949 3.856
H -3.207 1.709 2.123
N -6.956 3.618 5.151
C -7.553 2.991 4.139
C -8.899 3.124 3.834
C -9.673 3.956 4.626
C -9.068 4.613 5.686
C -7.714 4.410 5.908
H -6.916 2.355 3.533
H -9.321 2.594 2.991
H -10.725 4.099 4.417
H -9.630 5.277 6.328
H -7.211 4.913 6.727
N -9.512 8.847 3.909
C -9.070 10.054 3.565
C -7.727 10.405 3.554
C -6.791 9.452 3.923
C -7.239 8.191 4.283
C -8.603 7.941 4.259
H -9.827 10.777 3.284
H -7.428 11.404 3.266
H -5.735 9.689 3.932
H -6.550 7.412 4.584
H -8.983 6.964 4.535
N 7.772 -0.935 0.066
C 7.799 -0.359 1.268
C 8.669 -0.735 2.279
C 9.565 -1.763 2.033
C 9.551 -2.370 0.787
C 8.640 -1.922 -0.156
H 7.094 0.449 1.428
H 8.646 -0.228 3.233
H 10.261 -2.084 2.796
H 10.232 -3.175 0.547
H 8.610 -2.379 -1.140
N 5.292 -8.108 -1.847
C 4.879 -8.888 -0.849
C 4.416 -10.183 -1.027
C 4.380 -10.701 -2.311
C 4.809 -9.903 -3.360
C 5.254 -8.621 -3.075
H 4.924 -8.456 0.146
H 4.096 -10.768 -0.176
H 4.028 -11.708 -2.491
H 4.804 -10.265 -4.379
H 5.603 -7.974 -3.874

Force components x, y, z for each atom (eV/Å):
-0.2 0.0 0.0
0.1 0.0 0.2
0.0 0.1 0.0
0.0 0.0 0.0
0.0 0.0 0.1
0.0 0.0 0.0
0.0 -0.1 -0.1
0.1 0.0 0.2
0.2 0.3 -0.4
-0.2 -0.1 0.2
-0.1 -0.3 0.2
-0.1 0.0 0.0
-0.1 0.0 -0.1
0.1 0.1 0.0
-0.2 0.1 0.0
0.1 -0.1 0.0
0.0 0.0 0.0
0.1 0.0 0.0
0.0 0.0 0.0
0.0 0.0 0.0
-0.1 -0.2 -0.1
0.0 0.0 0.0
-0.1 -0.1 0.0
0.0 0.0 0.0
0.0 0.0 0.0
-0.1 0.0 0.0
0.0 0.0 0.0
0.0 0.0 -0.1
-0.1 0.1 0.0
0.1 0.0 -0.2
0.1 0.0 0.0
0.1 0.0 0.0
0.0 0.0 0.0
0.2 0.1 -0.1
0.0 0.1 0.0
0.1 0.0 0.0
0.0 0.0 0.0
-0.1 0.0 0.0
0.0 0.0 0.1
0.0 0.0 0.0
0.0 0.0 0.0
0.0 0.0 0.0
0.0 -0.1 0.0
0.0 0.0 0.0
0.0 0.0 0.0
0.0 0.0 0.0
0.0 0.0 0.1
0.0 0.0 0.0
0.0 0.0 0.0
0.0 0.0 0.0
0.1 0.0 -0.1
0.0 0.0 0.0
0.0 0.0 0.0
0.0 0.0 0.0
0.0 0.0 0.1
0.0 0.0 0.0
0.0 0.0 0.0
0.0 0.0 0.0
0.0 0.0 0.0
0.0 0.0 0.0
0.0 0.0 0.0
0.0 0.0 0.0
0.1 0.0 -0.1
0.0 0.0 0.0
0.0 0.0 0.0
0.0 0.0 0.0
0.0 0.0 0.0
0.0 0.0 0.0
0.0 0.0 0.0
0.0 0.0 0.0
0.0 0.0 0.0
0.0 0.0 0.0
0.0 0.0 0.0
0.0 0.0 0.0
0.0 0.0 0.0
0.0 0.0 0.0
0.0 0.0 0.0
0.0 0.0 0.0
0.0 0.0 0.0
0.0 0.0 0.0
0.0 0.0 0.0
0.0 0.0 0.0
0.0 0.0 0.0
-0.1 -0.1 0.1
0.0 0.0 0.0
0.0 0.0 0.0
0.0 0.0 0.0
0.0 0.0 0.0
0.0 0.0 0.0
0.0 0.0 0.0
0.0 0.0 0.0
0.0 0.0 0.0
0.0 0.0 0.0
0.0 0.0 0.0
0.0 0.0 0.0
0.0 0.0 0.0
0.0 0.0 0.0
0.0 0.0 0.0
0.0 0.0 0.0
0.0 0.0 0.0
0.0 0.0 0.0
0.0 0.0 0.0
0.0 0.0 0.0
0.0 0.0 0.0
0.0 0.0 0.0

Results
- Net charge: +1
- Lowest unoccupied orbital energy: -0.0822 hartree
- Highest occupied orbital energy: -10.70 eV